Below is H24HeO12 as an isolated structure at a distorted geometry, with properties calculated with ωB97M-V/def2-TZVPD.

Values from the calculation:
multiplicity: 1
energy relative to the best compared isomer or geometry (same formula, charge and spin): 0.766 eV
E_tot: -920.18090 hartree
HOMO: -10.147 eV

Geometry as XYZ:
```
37
H24HeO12 | the OMol25 dataset | ωB97M-V/def2-TZVPD
H -0.263 -3.632 -1.507
O -1.774 1.539 -2.431
O 0.727 -1.689 -2.658
O -0.866 0.991 3.791
O 1.861 -3.071 0.767
H -3.130 3.429 -0.483
H 3.745 -1.040 0.443
O 1.053 1.598 -2.710
H -2.844 1.988 -0.846
H 0.382 -0.976 -2.121
H -1.644 2.847 1.028
H -1.065 0.174 3.333
H 0.554 -1.416 -3.559
O -1.066 -1.381 2.410
H -1.548 -2.481 -0.308
H -0.837 1.652 3.100
H 2.380 2.971 0.349
O -0.925 2.993 1.643
O 3.051 -0.457 0.750
O -3.263 2.532 -0.179
H 3.167 -0.424 1.700
H 1.478 0.817 -3.065
He 0.116 0.086 -0.381
H 2.192 1.470 0.396
H -1.617 -2.116 2.677
H -1.754 -1.218 0.501
H 1.664 -2.914 1.691
H -0.133 2.902 1.112
H -0.817 1.526 -2.400
H 2.170 -2.226 0.441
O -1.976 -1.625 -0.336
O 1.799 2.271 0.050
H 0.334 -3.339 -0.147
O -0.413 -3.761 -0.571
H -0.175 -1.660 2.623
H 1.417 1.691 -1.830
H -1.981 1.952 -3.270
```

***

Below is H24HeO12 as an isolated structure at a distorted geometry, with properties calculated with ωB97M-V/def2-TZVPD.

Values from the calculation:
multiplicity: 1
energy relative to the best compared isomer or geometry (same formula, charge and spin): 0.566 eV
E_tot: -920.18823 hartree
HOMO: -10.154 eV

Geometry as XYZ:
```
37
H24HeO12 | the OMol25 dataset | ωB97M-V/def2-TZVPD
O 4.343 -2.162 21.035
H 3.714 -5.616 18.964
H 4.508 -1.659 21.833
He 7.149 -3.582 18.928
O 9.743 -5.324 16.140
H 9.218 -5.255 15.342
H 9.720 -4.446 16.519
H 9.817 -3.020 18.156
O 9.912 -2.750 17.242
H 8.680 -7.836 17.919
H 8.888 -5.119 19.499
H 7.209 -4.600 22.703
H 7.840 -1.636 20.014
O 8.048 -4.443 23.137
H 3.172 -2.966 17.397
O 5.605 -4.428 21.508
H 4.247 -3.966 17.763
H 8.418 -6.562 17.144
O 3.808 -3.569 17.012
H 4.812 -2.985 21.168
H 9.619 -1.838 17.230
H 6.438 0.012 19.291
H 5.217 -4.973 20.824
H 5.268 -4.793 22.326
H 8.627 -2.760 20.653
O 8.639 -1.814 20.509
H 8.503 -5.284 23.091
O 4.659 -5.471 18.990
H 5.197 -2.405 16.736
O 9.598 -4.548 19.793
H 10.277 -5.149 20.101
H 5.035 -6.270 18.619
H 6.224 -1.425 17.261
O 5.850 -1.767 16.449
O 6.334 -0.924 19.121
H 5.539 -1.167 19.596
O 8.015 -7.163 17.771
```

***

Below is H24Mg3O32S5 as an isolated structure at a distorted geometry, with properties calculated with ωB97M-V/def2-TZVPD.

Values from the calculation:
multiplicity: 1
net charge: -4
energy relative to the best compared isomer or geometry (same formula, charge and spin): 28.106 eV
E_tot: -5012.65744 hartree
HOMO: 0.872 eV

Geometry as XYZ:
```
64
H24Mg3O32S5 | the OMol25 dataset | ωB97M-V/def2-TZVPD
O -5.296 1.772 -0.912
O -1.346 -8.000 2.137
O -2.983 -2.881 4.939
H -5.639 1.522 -1.769
O 0.637 0.045 -0.992
O -1.648 -2.422 6.763
H -3.201 0.342 4.422
S -2.666 -3.364 6.271
O -0.401 1.972 -0.355
O 1.461 0.259 -6.212
S -1.416 -7.385 0.840
H 1.363 -1.453 5.704
H -1.927 2.560 -4.872
O -3.860 -3.289 7.175
O 5.085 -0.616 -3.616
H -3.841 4.219 2.717
H 2.928 5.166 -2.011
O 2.915 4.394 -2.576
H -0.258 7.163 -0.940
O 4.511 -1.436 1.107
Mg -3.130 4.131 -1.278
H 1.647 -5.173 -1.170
H 2.790 -4.218 -0.897
Mg -2.950 -2.906 1.240
O -1.385 -5.985 1.137
O -3.859 -2.761 -4.610
O -1.016 6.967 -1.490
O 6.664 -0.755 -5.425
H 1.775 0.068 -7.095
S 0.165 0.720 0.191
O -3.435 4.644 1.961
H 3.746 -0.912 1.344
O 5.785 1.310 -4.794
O -3.337 -4.939 -3.878
H -3.247 3.274 -5.072
H -5.508 1.032 -0.343
H 5.370 3.551 2.455
O -2.576 3.093 -4.413
O -1.577 -3.230 -4.188
H 3.922 3.141 2.614
H 4.621 -1.290 0.168
H -2.793 5.244 2.339
O 4.568 3.773 2.928
O -2.155 -4.738 6.330
O 1.199 1.087 1.126
H 1.671 1.183 -6.077
O 7.294 0.223 -3.307
H 2.126 -0.851 4.543
O -3.542 1.194 4.694
H 2.433 3.737 -2.074
O 2.121 -4.432 -1.548
O -2.605 -7.701 0.077
H 0.520 3.140 3.663
H -1.105 7.732 -2.058
O -0.883 -0.099 0.787
S -2.919 -3.535 -3.786
O -0.253 -7.795 0.078
H -2.781 1.774 4.674
S 6.243 0.032 -4.294
O 2.224 -1.448 5.285
Mg 1.788 -1.961 -3.802
O -3.081 -3.165 -2.421
O 0.189 3.795 4.278
H 0.857 4.481 4.280
```

***

Below is H24NeO12 as an isolated structure at a distorted geometry, with properties calculated with ωB97M-V/def2-TZVPD.

Values from the calculation:
multiplicity: 1
energy relative to the best compared isomer or geometry (same formula, charge and spin): 1.329 eV
E_tot: -1046.21270 hartree
HOMO: -10.020 eV

Geometry as XYZ:
```
37
H24NeO12 | the OMol25 dataset | ωB97M-V/def2-TZVPD
H 12.199 -10.292 9.415
H 14.161 -12.319 6.621
H 9.653 -13.634 11.456
O 11.278 -9.295 6.233
H 10.479 -9.674 5.867
H 7.740 -13.695 7.446
H 10.595 -14.538 5.745
H 10.228 -15.988 5.980
H 10.127 -8.513 8.098
O 10.155 -10.852 9.749
H 8.738 -9.049 8.375
O 13.112 -10.111 9.640
H 11.240 -8.371 5.988
H 10.179 -10.417 10.601
H 7.739 -11.564 7.704
O 12.189 -14.328 8.340
H 11.619 -14.543 7.601
H 8.374 -11.080 8.990
O 14.348 -12.579 7.523
O 7.272 -13.158 6.807
H 6.350 -13.380 6.936
H 7.704 -16.130 8.211
O 10.159 -15.116 6.371
Ne 9.966 -12.389 7.476
H 11.161 -13.750 11.523
O 9.297 -8.285 8.517
H 9.431 -10.443 4.375
O 8.974 -10.211 5.184
H 8.983 -11.016 5.703
O 8.235 -15.354 8.387
H 13.352 -10.811 10.248
O 7.709 -10.850 8.341
H 13.617 -13.146 7.767
H 11.616 -14.372 9.105
O 10.430 -13.737 10.906
H 8.940 -15.394 7.741
H 10.368 -11.765 9.941
```

***

Below is a 12-piece molecular cluster, H24O12 overall at a distorted geometry, with properties calculated with ωB97M-V/def2-TZVPD.

Values from the calculation:
multiplicity: 1
SMILES string: O.O.O.O.O.O.O.O.O.O.O.O
energy relative to the best compared isomer or geometry (same formula, charge and spin): 2.376 eV
E_tot: -917.23802 hartree
HOMO: -9.849 eV

Geometry as XYZ:
```
36
H24O12 | the OMol25 dataset | ωB97M-V/def2-TZVPD
H 2.230 -1.783 -0.304
H -1.982 2.927 -1.877
O 4.049 0.492 1.043
H -3.096 1.553 0.556
H 0.606 2.597 -2.205
O -3.954 2.073 0.578
O -2.068 0.367 1.350
O 0.825 -0.887 -2.094
H 1.189 2.018 -1.015
H 0.738 0.029 -0.357
H 1.404 -1.003 -2.848
H 0.239 -2.161 1.397
H 3.031 -2.089 0.897
H -0.458 0.662 0.472
H -1.929 -0.546 1.174
O 1.709 0.535 2.646
H 0.633 -2.891 2.760
O -1.304 -1.975 -0.230
O 0.467 0.777 0.204
O -0.056 -2.427 2.317
H -1.265 1.644 -1.921
H -3.895 2.544 -0.308
H -1.999 -0.623 -1.073
H -0.654 -2.562 -0.653
H 2.520 0.810 2.230
H 3.361 -0.127 0.783
H -2.160 0.004 -2.468
O -1.224 2.525 -2.250
H -2.196 0.356 2.270
H 4.458 0.062 1.778
H -1.939 -2.565 0.206
H 1.255 0.370 1.842
O 1.433 2.239 -1.907
O 2.234 -1.662 0.634
H 0.070 -1.450 -2.108
O -2.259 0.157 -1.532
```

***

Below is a 12-piece molecular cluster, H24O12 overall at a distorted geometry, with properties calculated with ωB97M-V/def2-TZVPD.

Values from the calculation:
multiplicity: 1
SMILES string: O.O.O.O.O.O.O.O.O.O.O.O
energy relative to the best compared isomer or geometry (same formula, charge and spin): 2.511 eV
E_tot: -917.23309 hartree
HOMO: -10.016 eV

Geometry as XYZ:
```
36
H24O12 | the OMol25 dataset | ωB97M-V/def2-TZVPD
H -0.577 0.381 -0.273
O 0.456 -2.577 -2.112
H 3.184 0.315 0.185
O 2.344 0.808 0.245
O 3.169 -1.328 -1.653
O 0.068 -0.312 -0.334
H -2.448 2.236 1.136
H 2.767 1.178 -3.218
H -2.666 1.313 -0.705
H -1.400 1.523 -1.726
H 3.672 -1.945 -2.167
H -2.947 -2.369 -1.609
H 2.321 0.965 1.206
O -2.858 2.983 1.495
O 1.977 0.702 -2.881
O -2.381 -1.684 -1.313
H 0.616 -2.260 -3.009
O 0.560 -1.866 2.162
H -1.727 -2.199 -0.846
H -0.136 1.407 3.622
H -2.344 -0.853 0.312
H 0.917 0.033 -0.132
H -0.264 2.925 0.721
H 0.076 -2.352 2.804
O 0.358 2.955 1.433
H 0.541 -1.855 -1.505
H 2.281 -0.192 -2.729
O -1.740 1.607 -0.829
H -3.536 3.089 0.841
O -2.317 -0.871 1.265
H 0.234 2.180 2.029
H 2.986 -1.908 -0.962
H 0.168 -2.257 1.426
H 0.321 0.167 2.735
H -1.399 -0.820 1.572
O -0.276 0.878 2.814
```

***

Below is a 12-piece molecular cluster, H24O12 overall, with properties calculated with ωB97M-V/def2-TZVPD.

Values from the calculation:
multiplicity: 1
SMILES string: O.O.O.O.O.O.O.O.O.O.O.O
energy relative to the best compared isomer or geometry (same formula, charge and spin): 1.196 eV
E_tot: -917.28140 hartree
HOMO: -10.334 eV

Geometry as XYZ:
```
36
H24O12 | the OMol25 dataset | ωB97M-V/def2-TZVPD
H -4.346 -1.662 0.828
O -1.570 0.657 1.035
H 0.412 -2.105 -2.296
H 3.317 1.503 2.181
H 0.485 -0.121 -3.556
H 1.400 2.298 -1.542
H 0.709 -3.401 -3.058
O -1.269 -1.123 3.424
H -2.186 -3.499 -0.638
H -1.296 1.257 1.742
H -3.056 -1.043 0.312
H -2.505 0.443 1.231
O -1.966 -2.568 -0.539
O -0.636 2.594 -1.384
H -0.893 3.357 -0.855
H -0.890 1.828 -0.846
H -0.174 -0.147 0.178
O 1.254 3.562 1.144
O 0.096 -3.015 -2.424
H 2.505 -3.202 -0.428
H -1.061 -2.498 -0.890
H 2.184 -1.735 -0.706
H 1.411 2.673 1.524
O -3.870 -0.827 0.800
O -0.354 -0.082 -3.082
H -1.225 -0.882 2.488
H -0.241 0.649 -2.461
O 2.298 2.540 -1.269
H 2.190 2.879 -0.363
O 2.461 1.128 1.937
O 0.754 -0.283 -0.101
O 2.895 -2.389 -0.767
H 1.265 0.349 0.426
H 2.217 0.560 2.682
H 1.551 4.182 1.820
H -1.867 -1.878 3.453
```

***

Below is a 12-piece molecular cluster, H24O12 overall at a distorted geometry, with properties calculated with ωB97M-V/def2-TZVPD.

Values from the calculation:
multiplicity: 1
SMILES string: O.O.O.O.O.O.O.O.O.O.O.O
energy relative to the best compared isomer or geometry (same formula, charge and spin): 3.846 eV
E_tot: -917.18403 hartree
HOMO: -10.705 eV

Geometry as XYZ:
```
36
H24O12 | the OMol25 dataset | ωB97M-V/def2-TZVPD
H 0.058 -3.659 -1.726
O -1.534 -0.311 1.575
H -1.875 3.366 -1.916
O 2.674 0.335 3.806
H 2.645 -1.123 -1.631
H 0.474 2.962 1.428
H -2.936 -2.455 -2.316
O -2.124 3.801 -1.165
O 2.029 3.111 -1.807
H 0.610 -1.512 2.794
H -1.258 -0.760 2.489
O -2.869 -0.615 -2.537
H -3.706 -3.080 -1.148
H 2.746 1.141 3.215
H 2.152 2.668 -2.588
O -1.076 -4.128 -0.493
O 0.682 -3.136 -2.273
H 2.464 -0.389 3.093
O -3.168 -3.359 -1.893
H -1.691 -4.536 -0.984
H 1.989 2.520 -1.038
O 0.072 -1.125 3.626
H 0.619 -0.578 4.178
H 1.522 -3.541 -2.003
H 1.782 -0.139 -2.038
H -1.573 3.684 -0.400
O -0.199 2.375 1.001
O 2.620 3.055 1.565
H 3.066 3.688 1.056
H -3.672 -0.434 -3.091
H 2.284 3.499 2.377
H -1.444 0.676 1.489
H 0.330 1.628 0.560
H -1.303 -3.377 -0.099
H -2.939 -0.018 -1.764
O 2.548 -0.232 -1.344
```